1.
The following is a DFT calculation (wB97M-V/def2-TZVPD) of 4 unconnected molecules or ions with the total composition H8O4 in a non-equilibrium geometry.

Structure (XYZ):
```
12
Properties=species:S:1:pos:R:3
O -0.7233 -3.1423 -4.5180
O -0.2147 6.5257 4.4355
O 1.1112 -0.9072 -4.8866
O -1.2008 -3.0250 4.9045
H -0.3836 -3.3783 4.5398
H 1.8651 -1.2429 -5.3676
H -1.0692 -2.0719 4.8517
H -0.0700 7.4617 4.5080
H -0.0091 -2.5009 -4.6179
H -0.3958 -3.8575 -3.9698
H 0.9058 0.0039 -5.0922
H 0.1844 6.1348 5.2126
```

- Orbital gap: 11.590 eV
- SMILES: O.O.O.O
- Energy above the lowest of the compared OMol25 structures with the same formula, charge and spin: 105.3 kJ/mol
- LUMO: 0.7 eV

---

2.
The following is a DFT calculation (wB97M-V/def2-TZVPD) of 4 unconnected molecules or ions with the total composition H8O4 in a non-equilibrium geometry.

Structure (XYZ):
```
12
Properties=species:S:1:pos:R:3
O 3.8809 4.6295 2.9667
O 7.3133 5.6423 2.9087
O 8.2977 3.3138 3.9887
O 5.9875 4.3011 4.8688
H 7.3433 3.4104 4.0928
H 3.9838 4.0847 2.1500
H 3.3616 4.0699 3.5215
H 8.5661 2.7616 4.7497
H 6.6693 5.0079 4.7243
H 8.0849 5.1023 3.0837
H 6.6610 5.0645 2.5920
H 5.2505 4.7285 4.3553
```

- Orbital gap: 11.519 eV
- SMILES: O.O.O.O
- Energy above the lowest of the compared OMol25 structures with the same formula, charge and spin: 81.4 kJ/mol
- LUMO: 0.4 eV

---

3.
The following is a DFT calculation (wB97M-V/def2-TZVPD) of a molecular structure, H8O4Tl in a non-equilibrium geometry.

Structure (XYZ):
```
13
Properties=species:S:1:pos:R:3
Tl -1.1695 0.0327 1.0964
O -1.9535 -0.3520 -4.2981
O 0.8434 -4.6611 3.0062
O 3.8872 0.5809 2.8276
O -2.7697 4.4613 -1.4824
H 0.2878 -5.0129 3.7018
H 4.4569 -0.0196 3.3084
H -3.3472 4.6891 -2.2110
H 4.4639 1.2967 2.5606
H -1.4972 0.2003 -4.9330
H -2.4493 -0.9724 -4.8324
H -2.1209 5.1648 -1.4615
H 1.3682 -5.4078 2.7175
```

- Orbital gap: 1.515 eV
- Charge: +3
- Energy above the lowest of the compared OMol25 structures with the same formula, charge and spin: 124.8 kJ/mol
- LUMO: -19.5 eV

---

4.
The following is a DFT calculation (wB97M-V/def2-TZVPD) of 2 unconnected molecules or ions with the total composition H8OSi3 in a non-equilibrium geometry.

Structure (XYZ):
```
12
Properties=species:S:1:pos:R:3
Si -0.4084 -1.1565 -1.4497
Si -1.6052 0.4990 1.4962
Si 1.3003 0.9289 0.0555
O 0.4207 0.1982 -1.0957
H -1.3744 -0.8886 1.3245
H -0.9455 0.9975 2.6447
H -1.7681 -0.6396 -1.1243
H 2.6621 1.5526 -0.4407
H -0.0126 -2.0128 -0.3699
H 0.4400 1.9291 0.6941
H 1.6171 0.0408 1.1136
H -0.3262 -1.4486 -2.8483
```

- Orbital gap: 7.043 eV
- Energy above the lowest of the compared OMol25 structures with the same formula, charge and spin: 274.3 kJ/mol
- LUMO: -0.8 eV

---

5.
The following is a DFT calculation (wB97M-V/def2-TZVPD) of 2 unconnected molecules or ions with the total composition H8SSi3 in a non-equilibrium geometry.

Structure (XYZ):
```
12
Properties=species:S:1:pos:R:3
S 0.4435 0.0286 2.2209
Si 1.3491 -1.9376 -0.6814
Si -2.4323 1.8168 0.9059
Si 1.7127 -0.0388 0.5828
H -2.8631 2.2085 2.2301
H -2.9893 0.6363 0.2759
H 2.2360 -3.0390 -0.3051
H -1.7313 2.7730 0.0700
H 1.4762 1.1676 -0.2261
H 1.5923 -1.6338 -2.0930
H -0.0230 -2.4388 -0.5896
H 3.1023 0.0290 1.0335
```

- Orbital gap (spin up / spin down): 6.828 / 5.626 eV
- Energy above the lowest of the compared OMol25 structures with the same formula, charge and spin: 247.8 kJ/mol
- LUMO (spin up / spin down): -1.7 / -2.5 eV

---

6.
The following is a DFT calculation (wB97M-V/def2-TZVPD) of 2 unconnected molecules or ions with the total composition H8Si3 in a non-equilibrium geometry.

Structure (XYZ):
```
11
Properties=species:S:1:pos:R:3
Si -2.5694 0.2094 0.0799
Si 0.5617 -0.5588 -0.8393
Si 2.1804 0.3434 0.4399
H -2.4714 1.5969 0.4752
H -3.0696 -0.0483 -1.2873
H 0.6677 -1.9531 -0.3840
H -3.3956 -0.6582 1.1356
H 1.6542 -0.0975 1.8782
H 0.7031 -0.0051 -2.1786
H 2.4121 1.7583 0.5308
H 3.3269 -0.5869 0.1497
```

- Orbital gap: 7.313 eV
- Energy above the lowest of the compared OMol25 structures with the same formula, charge and spin: 181.1 kJ/mol
- LUMO: -0.7 eV

---

7.
The following is a DFT calculation (wB97M-V/def2-TZVPD) of 2 unconnected molecules or ions with the total composition H9N3Si2 in a non-equilibrium geometry.

Structure (XYZ):
```
14
Properties=species:S:1:pos:R:3
Si -0.0713 1.4249 0.1771
Si -0.2870 -2.3391 0.8900
N -1.2312 -1.2655 -0.0311
N -0.5626 2.5361 -1.0871
N 1.3659 0.6572 -0.3125
H -0.2021 1.8570 1.5920
H 1.5149 -0.2098 0.1034
H 1.8357 0.8606 -1.1820
H -0.1517 -3.7701 0.6059
H -0.7843 3.4008 -0.6531
H 1.1938 -1.8208 0.5006
H -1.1804 -1.6077 -1.0067
H -0.5900 -2.1702 2.4166
H -0.8498 2.4467 -2.0130
```

- Orbital gap: 7.178 eV
- Energy above the lowest of the compared OMol25 structures with the same formula, charge and spin: 379.9 kJ/mol
- LUMO: -0.3 eV

---

8.
The following is a DFT calculation (wB97M-V/def2-TZVPD) of a molecular structure, H9Na2O5.

Structure (XYZ):
```
16
Properties=species:S:1:pos:R:3
Na 5.3201 0.0467 -2.1314
Na 1.1839 4.1617 -2.1665
O 1.6189 0.5055 -0.2008
O 1.7733 -2.8891 2.4124
O -0.5211 -2.8462 -2.3994
O -3.0968 3.3084 -1.4394
O -2.0763 0.5428 2.3989
H -3.8227 3.1073 -2.0300
H -2.9914 2.5174 -0.9107
H 1.7273 -2.1832 1.7676
H -1.6436 0.9685 3.1390
H -1.3583 0.2365 1.8449
H 2.1154 0.5089 0.6406
H -0.1144 -2.0216 -2.1333
H 1.8287 -2.4403 3.2560
H 0.0569 -3.5234 -2.0478
```

- Orbital gap: 4.819 eV
- Charge: +1
- Energy above the lowest of the compared OMol25 structures with the same formula, charge and spin: 419.8 kJ/mol
- LUMO: -5.1 eV

---

9.
The following is a DFT calculation (wB97M-V/def2-TZVPD) of a molecular structure, H9NaO6 in a non-equilibrium geometry.

Structure (XYZ):
```
16
Properties=species:S:1:pos:R:3
Na -0.5576 0.0291 -0.3297
O -1.1723 1.6642 1.3538
O 1.7489 -0.9411 -1.3351
O -1.1767 -1.5908 1.2060
O 0.0897 3.3848 -0.1019
O -2.7688 -0.3869 -1.1841
O 1.4130 -2.6136 0.9160
H -0.3264 2.7027 0.4252
H -2.1128 -0.2094 -1.8860
H -0.8929 -2.4458 0.8279
H -0.7870 2.3781 1.8982
H 1.7684 -2.1254 0.1734
H 2.5362 -1.4765 -1.2368
H -0.2682 4.2041 0.2399
H 2.0031 -0.2508 -1.9476
H 0.5033 -2.3229 0.9811
```

- Orbital gap (spin up / spin down): 5.775 / 5.122 eV
- Charge: -1
- Multiplicity: 2
- LUMO (spin up / spin down): 2.0 / 1.3 eV

---

10.
The following is a DFT calculation (wB97M-V/def2-TZVPD) of 4 unconnected molecules or ions with the total composition H9O4 in a non-equilibrium geometry.

Structure (XYZ):
```
13
Properties=species:S:1:pos:R:3
O -1.8744 -0.1725 1.1468
O 2.2938 -0.0742 1.5129
O -0.7007 0.1776 -2.4656
O 0.2116 -0.2922 -0.1333
H -1.5547 -0.1870 2.0113
H 0.0006 0.0921 -3.1720
H -2.6517 0.2229 1.5245
H -0.7425 -0.3703 0.3269
H 2.8145 -0.7145 1.1000
H -1.4210 0.7212 -2.9215
H 0.0177 0.1047 -1.0709
H 2.6791 0.7788 1.5263
H 0.9276 -0.2866 0.6147
```

- Orbital gap: 13.539 eV
- Charge: +1
- Energy above the lowest of the compared OMol25 structures with the same formula, charge and spin: 136.6 kJ/mol
- LUMO: -3.2 eV